# 1
The following is a quantum chemistry calculation of As5F30Hg as an isolated structure, from the Open Molecules 2025 dataset.

XYZ file:
```
36
Properties=species:S:1:pos:R:3:lowdin_charge:R:1
Hg 0.019 0.057 -0.045 1.3388
As -2.484 0.607 2.171 0.7265
F -0.723 0.854 2.119 -0.2964
F -2.204 -1.048 2.486 -0.2269
F -4.182 0.311 2.074 -0.2489
F -2.749 2.259 1.823 -0.2253
F -2.281 0.300 0.412 -0.3057
F -2.539 0.940 3.861 -0.2486
As -0.318 -0.160 -3.445 0.7095
F -1.362 1.150 -3.080 -0.2333
F 0.812 0.485 -2.219 -0.3059
F 0.811 -1.420 -3.755 -0.2379
F -1.448 -0.875 -4.540 -0.2549
F 0.402 0.772 -4.705 -0.2499
F -1.021 -1.048 -2.112 -0.2768
As 3.203 -0.665 0.916 0.7088
F 4.027 -0.107 -0.487 -0.2402
F 4.303 0.201 1.925 -0.2526
F 2.310 -1.183 2.278 -0.2267
F 1.984 -1.402 -0.132 -0.2927
F 4.162 -2.081 0.950 -0.2367
F 2.155 0.781 0.823 -0.3048
As -0.582 -3.968 0.813 0.6874
F 1.086 -4.038 1.208 -0.2444
F -0.711 -5.701 0.985 -0.2877
F -2.250 -3.835 0.406 -0.2508
F -0.446 -2.208 0.630 -0.3173
F -0.195 -4.154 -0.860 -0.2517
F -0.978 -3.801 2.476 -0.2488
As 0.173 4.156 -0.431 0.7002
F -1.529 4.366 -0.313 -0.2482
F 0.020 3.895 -2.126 -0.2471
F 1.880 3.948 -0.571 -0.2505
F 0.320 4.338 1.279 -0.2517
F -0.033 2.403 -0.151 -0.3232
F 0.370 5.872 -0.665 -0.2856
```

Properties
E	-14329.02335	hartree
net charge	-3
Kohn-Sham gap	11.5	eV
energy above the lowest of the compared OMol25 structures with the same formula, charge and spin	0.0	kcal/mol
LUMO	6.27	eV
F_max	0.702	eV/A
HOMO	-5.2	eV

# 2
The following is a quantum chemistry calculation of As6CuF36 as an isolated structure in a non-equilibrium geometry, from the Open Molecules 2025 dataset.

XYZ file:
```
43
Properties=species:S:1:pos:R:3:lowdin_spin:R:1
Cu -0.021 0.013 -0.068 0.0103
As 4.935 -0.665 -2.910 -0.0097
F 6.201 -0.946 -4.123 0.0052
F 3.777 -0.389 -4.263 0.0305
F 3.478 -0.558 -1.723 0.1944
F 6.010 -0.788 -1.548 0.0078
F 5.189 1.115 -2.829 0.0074
F 4.706 -2.457 -2.883 0.0174
As -0.334 4.790 -2.922 -0.0148
F -0.689 6.312 -3.679 0.0063
F 1.364 5.135 -2.784 0.0179
F -0.076 3.143 -2.251 0.1552
F -2.076 4.297 -3.159 0.0842
F 0.081 4.053 -4.533 0.0862
F -0.579 5.449 -1.286 0.0058
As 3.079 1.380 4.212 0.0000
F 3.533 -0.307 3.807 0.0000
F 4.096 1.951 2.846 0.0000
F 2.588 3.079 4.659 0.0000
F 2.051 0.800 5.559 0.0000
F 4.416 1.520 5.382 0.0000
F 1.791 1.186 2.942 0.0001
As -0.230 -4.846 2.697 -0.0002
F -0.354 -6.577 3.375 0.0002
F -2.006 -4.983 2.250 -0.0001
F -0.135 -3.107 2.122 0.0041
F 1.563 -4.769 2.973 0.0000
F 0.287 -5.296 1.027 0.0015
F -0.558 -4.238 4.347 0.0006
As -3.048 -2.633 -3.527 -0.0153
F -4.376 -2.624 -4.727 -0.0036
F -4.146 -2.966 -2.184 0.0751
F -1.647 -2.575 -2.328 0.0049
F -1.934 -2.089 -4.760 0.0494
F -3.363 -0.876 -3.192 0.2648
F -2.911 -4.414 -3.849 0.0103
As -4.400 2.018 2.473 -0.0002
F -5.651 0.959 1.551 0.0002
F -4.401 0.866 3.901 0.0007
F -3.112 2.918 3.324 0.0000
F -4.238 3.140 1.116 0.0005
F -5.724 3.018 3.243 0.0001
F -3.137 0.959 1.721 0.0027
```

Properties
E	-18650.75783	hartree
net charge	-4
2S+1	2
Kohn-Sham gap (spin up / spin down)	9.2 / 1.9	eV
energy above the lowest of the compared OMol25 structures with the same formula, charge and spin	196.7	kcal/mol
LUMO (spin up / spin down)	4.91 / -2.39	eV
F_max	2.834	eV/A
HOMO (spin up / spin down)	-4.3 / -4.3	eV

# 3
The following is a quantum chemistry calculation of AsF6H20O10 as an isolated structure in a non-equilibrium geometry, from the Open Molecules 2025 dataset.

XYZ file:
```
37
Properties=species:S:1:pos:R:3:lowdin_spin:R:1
As -34.643 14.890 7.655 0.1965
F -35.641 14.523 9.049 0.1022
F -33.232 14.444 8.729 0.1087
F -33.432 15.254 6.368 0.1158
F -36.032 15.504 6.698 0.1116
F -34.400 16.623 8.231 0.0893
F -34.950 13.217 6.985 0.1220
O -32.596 11.393 5.108 0.0086
H -31.726 11.628 5.430 0.0012
H -33.183 11.589 5.838 0.0047
O -38.192 15.084 5.081 0.0086
H -37.540 14.479 5.436 0.0043
H -38.766 15.281 5.821 0.0016
O -33.418 16.448 4.120 0.0104
H -33.355 16.049 4.988 0.0055
H -33.564 15.711 3.527 0.0017
O -37.571 17.786 6.705 0.0076
H -36.744 18.227 6.509 0.0017
H -37.311 16.929 7.042 0.0046
O -34.162 19.120 7.188 0.0076
H -33.487 19.105 6.509 0.0012
H -34.246 18.207 7.463 0.0041
O -37.331 12.690 8.701 0.0109
H -36.702 11.970 8.661 0.0044
H -36.791 13.475 8.798 0.0049
O -38.229 13.845 11.208 0.0066
H -37.433 14.199 11.605 0.0018
H -37.931 13.443 10.392 0.0016
O -30.658 13.924 9.735 0.0128
H -31.416 14.505 9.670 0.0054
H -30.960 13.195 10.278 0.0023
O -36.118 10.235 5.369 0.0085
H -36.178 11.187 5.456 0.0048
H -37.005 9.921 5.543 0.0012
O -34.474 17.147 11.099 0.0085
H -35.296 17.365 10.660 0.0030
H -33.903 16.834 10.398 0.0037
```

Properties
E	-3599.53611	hartree
net charge	-2
2S+1	2
Kohn-Sham gap (spin up / spin down)	3.9 / 10.1	eV
energy above the lowest of the compared OMol25 structures with the same formula, charge and spin	0.0	kcal/mol
LUMO (spin up / spin down)	5.04 / 4.96	eV
F_max	2.842	eV/A
HOMO (spin up / spin down)	1.2 / -5.1	eV

# 4
The following is a quantum chemistry calculation of AsF6H34O17 as an isolated structure in a non-equilibrium geometry, from the Open Molecules 2025 dataset.

XYZ file:
```
58
Properties=species:S:1:pos:R:3:lowdin_charge:R:1
As 0.379 0.003 -0.578 0.8905
F 1.886 -1.033 -0.413 -0.3341
F -0.462 -1.449 -1.242 -0.3121
F -1.135 0.967 -0.704 -0.3051
F 1.141 1.473 0.143 -0.3130
F 0.930 0.455 -2.224 -0.3126
F -0.039 -0.568 1.019 -0.2866
O -1.427 5.198 2.931 -0.0474
H -0.875 5.695 2.327 0.0301
H -0.851 4.516 3.276 0.0274
O 2.916 -3.107 -4.619 -0.0541
H 3.859 -3.232 -4.728 0.0233
H 2.834 -2.256 -4.188 0.0299
O 2.026 3.377 -5.518 -0.0544
H 1.850 3.019 -6.388 0.0254
H 2.455 2.663 -5.046 0.0295
O -5.032 0.051 -2.345 -0.0542
H -4.760 -0.535 -3.052 0.0262
H -4.226 0.492 -2.076 0.0319
O 3.137 -1.941 4.353 -0.0579
H 3.306 -1.563 3.489 0.0299
H 2.796 -2.816 4.169 0.0261
O -0.147 -4.637 3.872 -0.0501
H -0.702 -4.880 3.131 0.0200
H -0.764 -4.408 4.568 0.0237
O 3.937 4.231 -1.226 -0.0528
H 3.076 3.847 -1.061 0.0256
H 3.752 5.041 -1.701 0.0267
O 1.900 -5.948 -0.756 -0.0571
H 1.924 -6.017 -1.710 0.0244
H 1.195 -5.325 -0.577 0.0305
O -5.432 -3.360 0.060 -0.0477
H -5.208 -2.570 -0.432 0.0270
H -6.183 -3.727 -0.406 0.0267
O -1.340 0.920 -5.728 -0.0525
H -1.006 0.226 -6.296 0.0251
H -0.615 1.113 -5.133 0.0216
O 3.935 3.997 3.063 -0.0526
H 3.821 4.009 2.113 0.0213
H 3.117 3.629 3.398 0.0180
O 0.957 2.017 5.011 -0.0497
H 1.259 1.119 4.878 0.0302
H 0.382 1.967 5.774 0.0272
O -3.259 -0.410 3.920 -0.0506
H -2.436 -0.424 3.432 0.0288
H -3.068 -0.886 4.728 0.0226
O 6.241 -1.940 -0.320 -0.0536
H 6.327 -2.289 -1.207 0.0224
H 5.302 -1.787 -0.213 0.0279
O -2.444 5.015 -2.777 -0.0537
H -2.091 5.040 -3.666 0.0254
H -1.688 4.812 -2.225 0.0276
O -2.391 -5.696 0.702 -0.0489
H -2.807 -6.435 0.259 0.0268
H -3.089 -5.048 0.795 0.0187
O -4.734 3.285 2.282 -0.0544
H -3.873 3.699 2.221 0.0150
H -4.557 2.414 2.638 0.0218
```

Properties
E	-4134.62314	hartree
net charge	-1
Kohn-Sham gap	10.9	eV
energy above the lowest of the compared OMol25 structures with the same formula, charge and spin	82.1	kcal/mol
LUMO	1.92	eV
F_max	1.981	eV/A
HOMO	-9.0	eV

# 5
The following is a quantum chemistry calculation of AsF6Sn as an isolated structure in a non-equilibrium geometry, from the Open Molecules 2025 dataset.

XYZ file:
```
8
Properties=species:S:1:pos:R:3:lowdin_charge:R:1
Sn -0.430 2.992 0.517 1.8388
As 0.091 -0.509 -0.087 0.7384
F 0.645 0.549 1.235 -0.3492
F -1.549 0.069 0.242 -0.2937
F -0.532 -1.391 -1.400 -0.1789
F 1.727 -0.896 -0.353 -0.1798
F -0.121 -1.818 0.982 -0.1829
F 0.170 1.004 -1.135 -0.3928
```

Properties
E	-3049.00034	hartree
net charge	+1
Kohn-Sham gap	7.9	eV
energy above the lowest of the compared OMol25 structures with the same formula, charge and spin	0.0	kcal/mol
LUMO	-9.09	eV
F_max	3.563	eV/A
HOMO	-17.0	eV

# 6
The following is a quantum chemistry calculation of B2CdH26O13P as an isolated structure in a non-equilibrium geometry, from the Open Molecules 2025 dataset.

XYZ file:
```
43
Properties=species:S:1:pos:R:3:lowdin_charge:R:1
Cd -0.411 -0.481 2.152 1.2804
P -3.007 -1.256 1.762 -0.0245
O -3.822 -1.408 0.446 -0.4422
O -3.795 -2.000 2.837 -0.5077
O -2.366 0.173 2.086 -0.5712
O -1.654 -1.991 1.328 -0.5448
B -0.270 -4.021 -1.017 -0.5152
H -0.674 -3.537 -2.055 -0.0960
H 0.792 -4.621 -1.227 -0.1243
H -0.122 -3.079 -0.268 -0.0974
H -1.098 -4.721 -0.475 -0.0838
B 0.425 0.480 0.099 -0.4054
H 0.124 -0.655 0.228 -0.0279
H 0.132 1.009 1.105 -0.0611
H 1.610 0.618 -0.074 -0.0223
H -0.208 0.914 -0.810 0.0240
O 0.329 2.411 -3.844 -0.0773
H 0.685 3.294 -3.968 0.0083
H 0.633 2.176 -2.954 -0.0003
O 4.601 2.682 -0.457 -0.0920
H 3.662 2.585 -0.687 -0.0146
H 4.917 1.773 -0.449 0.0199
O 0.450 1.031 3.603 -0.1046
H 1.106 1.696 3.379 0.0545
H -0.150 1.444 4.232 0.0634
O -3.931 0.801 -1.011 -0.1637
H -3.982 -0.107 -0.582 -0.0307
H -3.092 0.747 -1.484 -0.0182
O -2.243 2.647 1.167 -0.1346
H -1.506 2.154 0.790 -0.0373
H -2.965 2.002 1.120 0.0045
O 3.207 -0.608 -1.369 -0.0955
H 3.187 -1.561 -1.503 0.0328
H 2.356 -0.427 -0.926 -0.0257
O 1.834 2.660 -1.410 -0.1002
H 1.618 3.282 -0.708 0.0614
H 1.762 1.779 -0.962 -0.0247
O 1.300 -1.672 2.775 -0.1087
H 1.535 -2.411 2.196 0.0752
H 2.106 -1.415 3.229 0.0419
O -1.386 -0.904 -2.001 -0.0766
H -0.776 -0.354 -1.489 -0.0565
H -0.909 -1.130 -2.803 0.0190
```

Properties
E	-1552.34422	hartree
net charge	-3
Kohn-Sham gap	2.9	eV
energy above the lowest of the compared OMol25 structures with the same formula, charge and spin	0.0	kcal/mol
LUMO	5.66	eV
F_max	4.445	eV/A
HOMO	2.7	eV

# 7
The following is a quantum chemistry calculation of B2H30NiO11 as an isolated structure in a non-equilibrium geometry, from the Open Molecules 2025 dataset.

XYZ file:
```
44
Properties=species:S:1:pos:R:3:lowdin_spin:R:1
Ni 1.300 -0.816 -0.270 1.4091
B -0.175 0.101 0.257 0.0451
H -0.275 -0.363 1.226 -0.0006
H 0.783 0.581 0.131 0.0192
H -0.244 -0.589 -0.570 0.0312
H -0.909 0.874 0.085 0.0126
B 1.119 -0.326 -1.991 0.0642
H 2.079 -0.181 -1.521 0.0200
H 1.214 -0.191 -3.058 0.0309
H 0.588 -1.247 -1.804 0.0068
H 0.548 0.503 -1.603 0.0157
O -2.716 1.053 -0.529 0.0048
H -2.886 0.363 0.112 0.0002
H -2.549 1.834 -0.002 0.0003
O -1.900 0.936 2.688 0.0022
H -1.723 -0.004 2.649 0.0001
H -1.651 1.264 1.824 0.0010
O 1.066 1.556 2.075 0.0007
H 1.031 2.429 1.685 0.0000
H 0.776 0.969 1.377 0.0002
O 2.335 2.304 -0.697 0.0031
H 2.428 3.161 -1.115 0.0001
H 1.389 2.164 -0.647 0.0002
O 2.404 0.233 0.244 0.1176
H 2.879 0.114 1.066 0.0114
H 2.802 1.008 -0.154 0.0037
O 0.123 2.260 -0.727 0.0034
H -0.611 2.452 -1.309 0.0004
H -0.220 1.609 -0.114 0.0019
O 0.569 -2.277 -0.398 0.0730
H 0.773 -3.116 0.016 0.0149
H -0.012 -2.503 -1.124 0.0024
O -1.506 -0.297 -1.814 0.0106
H -1.546 0.531 -1.334 0.0001
H -0.588 -0.561 -1.760 0.0008
O -1.277 -1.827 1.764 -0.0002
H -0.866 -1.034 1.419 -0.0004
H -1.522 -2.328 0.986 0.0001
O -2.060 -2.350 -0.439 0.0014
H -1.913 -1.538 -0.925 0.0001
H -2.994 -2.527 -0.544 0.0000
O 1.343 -1.243 1.263 0.0744
H 0.874 -0.910 2.029 0.0078
H 1.718 -2.074 1.555 0.0095
```

Properties
E	-2402.67635	hartree
net charge	0
2S+1	3
Kohn-Sham gap (spin up / spin down)	7.4 / 8.3	eV
energy above the lowest of the compared OMol25 structures with the same formula, charge and spin	514.2	kcal/mol
LUMO (spin up / spin down)	-0.43 / -0.46	eV
F_max	15.419	eV/A
HOMO (spin up / spin down)	-7.8 / -8.8	eV

# 8
The following is a quantum chemistry calculation of one molecule with the formula B2H4O4 in a non-equilibrium geometry, from the Open Molecules 2025 dataset.

XYZ file:
```
10
Properties=species:S:1:pos:R:3:lowdin_charge:R:1
O -0.118 1.216 1.791 0.0567
O 0.756 -0.743 1.187 0.1403
O -1.415 0.340 -1.645 0.1774
O 0.532 -1.139 -1.399 0.1021
B 0.032 0.261 0.709 -0.4603
B -0.387 -0.174 -0.942 -0.4932
H -0.048 2.139 1.359 0.1295
H 1.085 -0.555 2.087 0.1388
H -1.546 0.038 -2.537 0.1017
H 1.107 -1.384 -0.609 0.1069
```

Properties
E	-353.23668	hartree
net charge	0
structure (SMILES)	OB(O)B(O)O
Kohn-Sham gap	11.0	eV
energy above the lowest of the compared OMol25 structures with the same formula, charge and spin	8.3	kcal/mol
LUMO	0.45	eV
F_max	3.979	eV/A
HOMO	-10.6	eV

# 9
The following is a quantum chemistry calculation of B3H12Sn as an isolated structure in a non-equilibrium geometry, from the Open Molecules 2025 dataset.

XYZ file:
```
16
Properties=species:S:1:pos:R:3:lowdin_charge:R:1
Sn -0.689 1.127 1.067 1.3229
B 0.645 1.411 -1.004 -0.5211
H 1.031 1.578 -0.010 -0.0990
H 1.099 2.030 -1.763 -0.0285
H 0.816 0.394 -1.320 -0.0202
H -0.407 1.645 -1.040 -0.0697
B -1.601 -0.740 -0.336 -0.5164
H -1.965 -1.602 -0.874 -0.0142
H -1.016 -1.128 0.484 -0.1042
H -0.894 -0.233 -0.974 -0.0752
H -2.355 -0.072 0.048 -0.0851
B 1.056 -0.857 1.153 -0.4907
H 1.047 0.012 0.513 -0.1335
H 1.742 -0.790 1.983 -0.0543
H 0.044 -1.071 1.459 -0.1086
H 1.446 -1.706 0.613 -0.0024
```

Properties
E	-295.73246	hartree
net charge	-1
Kohn-Sham gap	7.7	eV
energy above the lowest of the compared OMol25 structures with the same formula, charge and spin	66.6	kcal/mol
LUMO	2.91	eV
F_max	4.970	eV/A
HOMO	-4.8	eV